(1)
Computed, not measured: 2 unconnected molecules or ions with the total composition C3H5PS in a non-equilibrium geometry, with the ωB97M-V functional and the def2-TZVPD basis.

<S²>	2.031
multiplicity	3
E	-23306.9055	eV
gap between HOMO and LUMO (spin up / spin down)	4.5 / 6.6	eV

Last column: Löwdin charge in e.
Element x y z (Å)
C (2.810, 0.519, 1.008)  -0.55
C (-0.632, 0.455, -0.803)  -0.58
C (-1.235, -0.810, -0.560)  -0.49
P (1.937, 0.242, -0.231)  0.66
S (-1.864, 0.538, 0.509)  0.88
H (3.676, 0.794, 1.546)  -0.10
H (-1.066, 0.883, -1.724)  0.06
H (-0.874, -1.575, 0.097)  0.05
H (-1.847, -1.320, -1.365)  0.11
H (-0.906, 0.273, 1.521)  -0.04

Cartesian forces, eV/Å:
0.80 0.41 2.22
0.73 0.37 -0.62
-0.97 -2.13 -0.95
-2.52 -0.64 -2.57
-0.67 0.56 0.13
0.67 0.26 0.22
0.74 0.40 0.46
1.02 -0.11 0.35
0.09 1.10 1.09
0.12 -0.23 -0.33

---

(2)
Computed, not measured: 11 unconnected molecules or ions with the total composition C31H88BN25O14PS2 in a non-equilibrium geometry, with the ωB97M-V functional and the def2-TZVPD basis.

E	-131132.6303	eV
gap between HOMO and LUMO	7.8	eV
charge	+1

Last column: Löwdin charge in e.
Element x y z (Å)
C (1.347, 1.590, -1.099)  -0.09
C (0.577, 0.361, -1.551)  -0.25
N (-0.600, 0.099, -0.710)  -0.01
C (-0.485, -1.162, -0.011)  -0.35
C (-0.917, -2.318, -0.899)  -0.35
P (-2.739, -2.201, -1.453)  1.07
C (-3.169, -0.479, -1.927)  -0.42
C (-4.629, -0.399, -2.419)  -0.15
C (-2.916, -3.067, -3.073)  -0.39
C (-1.773, -2.909, -4.072)  -0.12
C (-0.731, -3.636, -0.165)  -0.68
S (1.080, -3.906, 0.173)  0.94
C (-1.247, -4.805, -1.013)  -0.23
C (-0.911, -6.250, -0.642)  -0.17
C (0.263, -6.945, -1.419)  -0.17
C (1.116, -6.093, -2.368)  -0.23
C (2.573, -6.589, -2.451)  -0.20
C (3.587, -5.472, -2.815)  -0.16
C (4.350, -5.020, -1.548)  -0.16
C (4.329, -3.544, -1.169)  -0.25
O (4.471, -2.633, -2.238)  -0.18
C (3.299, -1.892, -2.459)  -0.12
N (-1.465, -3.604, 1.121)  0.07
C (-1.815, -2.366, 1.593)  -0.34
N (-2.818, -2.375, 2.448)  -0.35
S (-3.604, -3.848, 2.911)  0.99
O (-3.285, -1.244, 3.051)  0.07
B (-4.406, -0.686, 2.358)  -0.79
O (-5.404, -0.267, 3.179)  0.21
O (-4.355, -0.530, 1.016)  0.20
N (-1.223, -1.175, 1.271)  0.06
C (-0.496, -0.543, 2.378)  -0.16
N (0.654, -1.307, 2.833)  -0.08
C (1.057, -1.051, 4.212)  -0.11
H (0.636, 2.413, -1.035)  0.05
H (1.806, 1.394, -0.127)  0.08
H (2.090, 1.881, -1.838)  0.05
H (1.220, -0.520, -1.601)  0.08
H (0.230, 0.554, -2.569)  0.11
H (-0.787, 0.875, -0.089)  0.11
H (0.577, -1.307, 0.222)  0.11
H (-0.216, -2.352, -1.735)  0.11
H (-2.486, -0.129, -2.699)  0.07
H (-3.010, 0.185, -1.091)  0.04
H (-5.106, -1.377, -2.499)  0.05
H (-4.667, 0.089, -3.388)  0.08
H (-5.214, 0.186, -1.714)  0.06
H (-3.107, -4.106, -2.822)  0.06
H (-3.847, -2.673, -3.475)  0.06
H (-2.174, -2.762, -5.073)  0.08
H (-1.196, -3.832, -4.132)  0.06
H (-1.118, -2.086, -3.822)  0.06
H (1.031, -4.615, 1.315)  -0.12
H (-0.992, -4.587, -2.043)  0.09
H (-2.334, -4.713, -0.946)  0.08
H (-1.826, -6.811, -0.827)  0.11
H (-0.725, -6.377, 0.424)  0.10
H (-0.168, -7.779, -1.972)  0.11
H (0.943, -7.401, -0.702)  0.10
H (0.732, -6.135, -3.390)  0.12
H (1.145, -5.049, -2.066)  0.04
H (2.633, -7.382, -3.196)  0.11
H (2.894, -7.030, -1.506)  0.10
H (3.021, -4.659, -3.265)  0.10
H (4.309, -5.832, -3.541)  0.11
H (5.400, -5.292, -1.654)  0.11
H (3.983, -5.567, -0.678)  0.10
H (5.177, -3.358, -0.504)  0.12
H (3.428, -3.318, -0.590)  0.03
H (3.404, -0.875, -2.074)  0.07
H (2.444, -2.379, -2.004)  0.05
H (3.106, -1.819, -3.530)  0.10
H (-1.035, -4.170, 1.848)  0.13
H (-4.264, -3.276, 3.932)  -0.07
H (-6.260, -0.625, 2.919)  0.13
H (-4.936, -1.089, 0.488)  0.12
H (-0.147, 0.421, 2.000)  0.13
H (-1.183, -0.307, 3.193)  0.12
H (0.584, -2.292, 2.629)  0.07
H (0.260, -0.583, 4.798)  0.08
H (1.308, -1.988, 4.702)  0.07
H (1.923, -0.392, 4.258)  0.07
C (-2.028, 3.908, -2.395)  -0.66
O (-1.434, 2.846, -2.267)  0.02
N (-2.947, 4.349, -1.472)  0.14
N (-1.827, 4.722, -3.462)  0.17
H (-3.462, 5.205, -1.570)  0.10
H (-3.134, 3.755, -0.687)  0.10
H (-1.169, 4.415, -4.161)  0.11
H (-2.305, 5.594, -3.590)  0.10
C (-2.379, 6.510, 2.051)  -0.69
O (-3.198, 7.294, 1.599)  0.01
N (-1.894, 6.611, 3.322)  0.16
N (-1.892, 5.477, 1.297)  0.16
H (-1.219, 5.982, 3.709)  0.09
H (-2.247, 7.360, 3.890)  0.11
H (-2.241, 5.413, 0.356)  0.05
H (-1.218, 4.812, 1.623)  0.09
C (-1.150, 10.200, -0.807)  -0.69
O (-0.721, 11.082, -1.526)  0.03
N (-0.392, 9.615, 0.175)  0.15
N (-2.421, 9.709, -0.907)  0.15
H (-0.740, 8.895, 0.780)  0.08
H (0.546, 9.948, 0.288)  0.09
H (-3.020, 10.111, -1.603)  0.10
H (-2.776, 8.983, -0.311)  0.07
C (2.247, 5.532, -0.600)  -0.68
O (2.428, 4.335, -0.406)  0.01
N (1.601, 6.002, -1.701)  0.17
N (2.682, 6.480, 0.281)  0.16
H (1.444, 6.976, -1.888)  0.10
H (1.274, 5.327, -2.367)  0.10
H (3.174, 6.162, 1.094)  0.10
H (2.553, 7.464, 0.141)  0.09
C (2.705, -5.423, 3.705)  -0.67
O (1.910, -5.917, 2.915)  -0.01
N (3.249, -4.182, 3.516)  0.16
N (3.106, -6.079, 4.827)  0.16
H (3.908, -3.768, 4.148)  0.10
H (2.989, -3.677, 2.688)  0.08
H (2.728, -6.994, 4.986)  0.11
H (3.761, -5.701, 5.485)  0.10
C (-6.736, -4.933, 4.799)  -0.68
O (-6.724, -3.755, 4.462)  0.00
N (-7.551, -5.420, 5.768)  0.17
N (-5.890, -5.829, 4.201)  0.15
H (-7.564, -6.382, 6.049)  0.10
H (-8.172, -4.772, 6.216)  0.11
H (-5.324, -5.416, 3.489)  0.00
H (-5.808, -6.802, 4.429)  0.10
C (4.970, 1.432, -3.517)  -0.66
O (4.790, 2.306, -4.355)  0.00
N (5.629, 0.267, -3.802)  0.17
N (4.532, 1.534, -2.237)  0.17
H (5.772, -0.451, -3.114)  0.09
H (5.974, 0.131, -4.733)  0.11
H (4.044, 2.371, -1.968)  0.09
H (4.706, 0.844, -1.530)  0.07
C (-5.530, 3.186, 5.562)  -0.68
O (-5.491, 4.222, 6.192)  0.04
N (-6.699, 2.615, 5.135)  0.15
N (-4.396, 2.490, 5.220)  0.15
H (-6.734, 1.759, 4.616)  0.08
H (-7.553, 3.089, 5.363)  0.10
H (-3.520, 2.876, 5.515)  0.10
H (-4.411, 1.634, 4.700)  0.07
C (3.500, 6.020, -5.169)  -0.69
O (2.924, 7.069, -4.909)  0.00
N (3.754, 5.068, -4.232)  0.16
N (3.930, 5.719, -6.433)  0.15
H (4.222, 4.194, -4.419)  0.05
H (3.453, 5.273, -3.297)  0.07
H (3.759, 6.396, -7.151)  0.10
H (4.401, 4.863, -6.660)  0.09
C (6.373, 1.672, 1.309)  -0.67
O (5.449, 1.445, 0.542)  0.01
N (6.308, 1.356, 2.638)  0.15
N (7.529, 2.261, 0.897)  0.16
H (7.039, 1.538, 3.298)  0.09
H (5.457, 0.934, 2.958)  0.10
H (7.597, 2.510, -0.073)  0.11
H (8.298, 2.462, 1.507)  0.10

Cartesian forces, eV/Å:
-0.45 -0.32 0.02
-0.29 0.63 -0.58
0.02 -0.34 0.29
0.70 0.33 -0.08
-0.36 0.02 -0.34
-0.85 -0.04 0.86
0.40 0.07 -0.60
0.28 -0.08 0.37
0.40 0.15 0.36
-0.38 -0.57 -0.28
0.62 -1.17 0.45
0.04 0.52 0.21
-0.61 0.06 0.37
0.45 -0.24 -0.30
-0.23 0.27 0.09
0.39 -0.37 -0.15
0.26 0.08 -0.44
-0.48 -0.35 0.82
0.37 0.32 -0.41
0.39 -0.03 0.69
-0.11 -0.25 -0.19
-0.01 0.36 -0.63
0.24 0.41 -0.36
-0.33 0.43 0.36
0.34 0.00 -0.04
0.11 -0.05 -0.04
0.08 0.09 0.14
-0.16 0.24 -0.01
0.08 -0.35 0.30
0.03 -0.66 0.07
0.15 -0.40 -0.34
0.11 0.65 0.04
-0.09 -0.17 0.00
-0.07 0.00 -0.06
0.13 0.06 0.17
0.19 0.28 -0.01
0.00 -0.13 0.18
-0.06 -0.05 0.17
-0.04 -0.12 -0.08
0.06 0.02 -0.02
0.01 -0.28 0.20
-0.10 0.17 -0.20
0.03 0.10 -0.05
0.04 -0.03 0.18
-0.10 0.00 -0.08
-0.16 0.00 -0.09
-0.14 0.09 -0.04
-0.05 -0.11 -0.25
-0.04 0.04 -0.01
0.09 0.19 -0.09
0.25 0.09 0.10
0.22 0.27 -0.08
-0.17 -0.29 -0.02
0.21 -0.12 -0.19
-0.04 0.06 -0.06
0.02 -0.14 -0.03
0.00 0.26 0.16
0.05 -0.06 -0.10
-0.06 0.04 0.20
-0.26 0.21 0.04
-0.12 -0.02 0.00
-0.06 -0.13 0.03
-0.18 -0.10 0.02
0.18 0.25 -0.14
-0.04 0.05 -0.16
0.05 -0.17 -0.06
0.01 0.01 0.08
0.00 -0.08 0.17
0.14 0.09 -0.19
-0.14 -0.02 0.12
-0.29 -0.02 0.13
0.07 0.03 -0.08
-0.36 -0.24 -0.03
0.00 0.13 0.03
-0.25 0.40 0.01
0.00 0.18 -0.31
-0.04 0.03 -0.12
-0.13 -0.20 0.06
-0.09 0.00 0.00
-0.08 -0.02 -0.01
0.12 -0.04 0.02
0.06 0.06 -0.01
-0.01 -0.20 -0.05
-0.14 0.06 0.20
0.18 0.10 0.00
0.10 0.09 -0.14
-0.08 -0.06 -0.08
-0.11 -0.10 -0.09
-0.11 0.06 0.10
0.01 0.03 -0.02
0.13 -0.21 0.04
0.01 0.24 -0.19
0.00 0.07 -0.07
-0.15 0.11 0.15
0.00 -0.02 -0.02
-0.04 -0.04 0.01
0.24 -0.06 0.00
0.09 0.04 -0.02
-0.10 0.07 -0.05
0.02 -0.07 0.04
0.18 -0.18 0.00
-0.04 -0.15 -0.08
-0.08 0.03 0.04
-0.04 0.09 0.02
0.03 0.07 0.01
-0.06 -0.01 0.17
-0.03 -0.16 0.00
0.04 0.18 -0.03
-0.07 -0.06 0.04
-0.07 0.05 0.11
0.09 0.06 -0.08
-0.02 0.00 -0.02
0.04 -0.03 -0.03
0.02 0.01 -0.07
0.16 0.00 0.02
-0.19 0.23 -0.11
-0.17 0.02 0.04
-0.06 0.01 0.02
0.03 -0.03 -0.02
0.06 0.01 -0.04
0.01 -0.01 -0.01
0.02 0.00 -0.02
0.07 -0.11 0.07
0.06 0.10 0.01
0.00 0.09 -0.04
-0.11 0.23 0.20
0.00 -0.01 -0.03
-0.01 -0.01 0.00
-0.04 -0.43 -0.31
-0.01 0.00 -0.01
0.11 -0.33 0.26
0.02 0.12 -0.24
-0.02 0.06 0.01
-0.19 0.13 -0.26
-0.02 -0.05 -0.06
-0.01 0.04 -0.01
0.18 0.03 0.11
0.22 0.18 0.17
0.00 -0.10 -0.06
0.01 0.05 0.02
-0.02 0.03 0.00
0.06 0.00 -0.06
0.05 -0.01 0.01
0.01 0.02 0.01
-0.02 0.02 0.04
-0.08 -0.05 0.03
-0.01 0.01 0.06
-0.06 -0.03 -0.01
-0.06 0.07 0.03
-0.03 0.02 -0.05
-0.01 -0.18 0.06
0.06 0.03 0.02
0.01 0.02 0.01
0.01 -0.01 0.05
-0.06 0.07 -0.10
0.01 -0.18 0.16
-0.05 -0.07 0.02
0.04 -0.01 -0.01
0.03 0.04 -0.05
-0.01 0.02 0.00
-0.01 0.01 0.00
0.00 0.00 0.01

---

(3)
Computed, not measured: a molecular structure, C7H16 in a non-equilibrium geometry, with the ωB97M-V functional and the def2-TZVPD basis.

E	-7514.0719	eV
gap between HOMO and LUMO	8.6	eV

Last column: Löwdin charge in e.
Element x y z (Å)
C (-1.770, -0.393, 0.815)  -0.17
C (-2.679, -0.389, -0.393)  -0.13
C (-0.353, 0.845, 0.857)  -0.24
C (0.272, 1.033, 2.028)  -0.06
H (-2.274, -0.049, 1.715)  0.08
H (-1.309, -1.357, 1.023)  0.09
H (-0.638, 1.690, 0.244)  0.10
H (-2.177, -0.796, -1.272)  0.07
H (-3.561, -1.013, -0.223)  0.07
H (-3.020, 0.622, -0.624)  0.07
H (0.492, 0.222, 2.707)  0.05
H (0.479, 2.030, 2.385)  0.05
C (0.977, -0.127, -1.038)  -0.34
C (1.535, -1.463, -0.618)  -0.14
C (1.980, 0.997, -0.992)  -0.13
H (0.457, -0.164, -1.995)  0.09
H (-0.195, -0.100, -0.187)  0.10
H (1.783, -1.426, 0.446)  0.07
H (2.882, 0.755, -1.564)  0.08
H (1.565, 1.923, -1.390)  0.07
H (0.819, -2.270, -0.784)  0.07
H (2.436, -1.726, -1.180)  0.07
H (2.298, 1.159, 0.042)  0.06

Cartesian forces, eV/Å:
1.99 1.60 0.88
0.44 0.18 -0.19
-4.32 -1.06 1.12
0.02 -0.38 -0.18
-0.09 -0.06 -0.01
-0.03 -0.04 -0.06
0.09 0.11 -0.06
0.02 0.08 -0.07
0.11 0.07 0.14
-0.02 -0.05 -0.01
-0.25 -0.11 0.13
0.62 0.11 -0.35
-2.28 -0.77 0.56
0.02 -0.09 -0.15
-0.39 0.02 0.41
0.15 -0.10 -0.19
3.81 0.45 -2.25
0.11 -0.11 0.01
-0.14 -0.11 -0.05
0.05 0.06 0.07
-0.03 0.02 0.09
0.12 0.04 0.11
0.00 0.16 0.06

---

(4)
Computed, not measured: C14H19NO4 in the gas phase, with the ωB97M-V functional and the def2-TZVPD basis.

E	-24507.0997	eV
gap between HOMO and LUMO	9.2	eV

Last column: Löwdin charge in e.
Element x y z (Å)
C (1.367, 3.668, -0.681)  -0.05
C (1.006, 3.959, 0.768)  -0.20
O (1.605, 3.000, 1.649)  0.00
C (0.916, 1.890, 1.902)  -0.48
O (-0.179, 1.645, 1.473)  0.13
C (1.721, 0.978, 2.827)  -0.09
O (1.111, -0.262, 3.040)  -0.02
C (0.802, -1.027, 1.944)  -0.27
C (-0.074, -2.087, 2.168)  0.01
C (-0.496, -2.875, 1.118)  -0.03
C (-0.056, -2.630, -0.178)  -0.25
C (-0.659, -3.340, -1.354)  -0.13
C (-2.058, -2.749, -1.643)  -0.17
N (-2.095, -1.314, -1.464)  0.04
C (-1.537, -0.460, -2.359)  -0.56
C (-1.509, 0.975, -1.873)  0.01
O (-1.147, -0.810, -3.452)  0.06
C (0.861, -1.609, -0.381)  -0.03
C (1.299, -0.816, 0.664)  -0.01
H (0.929, 4.426, -1.323)  0.08
H (0.982, 2.695, -0.976)  0.06
H (2.447, 3.675, -0.809)  0.08
H (-0.080, 3.933, 0.905)  0.12
H (1.401, 4.925, 1.088)  0.12
H (2.742, 0.882, 2.431)  0.14
H (1.781, 1.453, 3.811)  0.15
H (-0.430, -2.255, 3.172)  0.12
H (-1.194, -3.679, 1.302)  0.12
H (-0.030, -3.192, -2.232)  0.11
H (-0.758, -4.410, -1.168)  0.11
H (-2.801, -3.184, -0.973)  0.12
H (-2.335, -2.962, -2.678)  0.12
H (-2.227, -0.981, -0.522)  0.14
H (-0.956, 1.584, -2.582)  0.08
H (-1.052, 1.037, -0.888)  0.06
H (-2.527, 1.353, -1.804)  0.09
H (1.224, -1.412, -1.380)  0.12
H (2.004, -0.025, 0.461)  0.11

Cartesian forces, eV/Å:
0.00 -0.07 0.43
-0.31 0.22 -0.36
0.38 0.03 0.13
-0.16 -0.22 0.14
-0.01 0.10 0.07
0.04 0.08 -0.09
-0.12 -0.05 -0.06
-0.07 -0.28 -0.14
0.14 0.26 0.15
0.12 0.08 -0.09
0.17 -0.18 -0.12
-0.16 0.16 0.02
0.13 -0.08 -0.24
-0.28 -0.17 0.18
-0.28 0.43 0.41
0.12 -0.05 -0.21
0.24 -0.20 -0.37
-0.07 -0.17 0.09
0.12 0.12 0.30
-0.04 0.08 -0.11
-0.05 -0.07 -0.06
0.08 0.02 -0.06
0.19 0.08 0.03
-0.07 -0.12 0.00
-0.14 0.04 0.05
0.06 0.00 -0.18
-0.05 -0.02 0.13
-0.09 -0.10 0.04
0.00 -0.07 -0.01
0.04 -0.05 -0.05
0.02 0.01 -0.07
-0.08 -0.06 0.14
0.05 0.07 -0.09
0.02 -0.01 -0.02
0.03 0.05 0.11
-0.08 0.05 0.03
0.03 0.02 -0.13
0.07 0.09 -0.01

---

(5)
Computed, not measured: a gas-phase ion, C5H6ClNOPS (charge +1) in a non-equilibrium geometry, with the ωB97M-V functional and the def2-TZVPD basis.

E	-41461.1611	eV
gap between HOMO and LUMO	8.9	eV
charge	+1

Last column: Löwdin charge in e.
Element x y z (Å)
O (-2.105, 1.774, 0.636)  -0.24
P (-2.185, 0.180, 0.131)  -0.04
S (-3.136, -0.313, -1.502)  0.36
Cl (-2.563, -0.651, 1.829)  0.52
N (-0.385, -0.033, 0.033)  -0.16
C (0.429, 0.616, 0.830)  -0.07
C (1.783, 0.415, 0.716)  0.02
C (2.307, -0.412, -0.286)  0.05
C (1.370, -1.181, -0.971)  0.00
C (0.076, -1.015, -0.725)  -0.10
H (-2.489, 2.388, 0.059)  0.05
H (0.035, 1.413, 1.504)  0.16
H (2.522, 0.905, 1.268)  0.11
H (3.312, -0.645, -0.587)  0.13
H (1.672, -1.909, -1.631)  0.11
H (-0.641, -1.532, -1.305)  0.09

Cartesian forces, eV/Å:
0.84 -3.74 0.73
-0.66 2.81 -1.80
1.21 0.54 1.95
-0.24 -0.75 0.94
-1.78 -0.64 0.46
1.14 2.21 1.51
1.22 -0.69 -1.41
-1.72 -0.89 -0.03
1.63 0.88 1.20
-1.49 0.05 -1.36
-1.07 1.46 -1.66
0.18 -1.01 -0.65
0.39 1.10 1.23
0.60 0.74 0.67
0.58 -1.48 -1.50
-0.82 -0.58 -0.29